Molecular formula: CH3N3P2
Method: DFT, wB97M-V/def2-TZVPD

The geometry in ORCA input format:
```
! wB97M-V def2-TZVPD RIJCOSX def2/J DEFGRID3
* xyz 0 1
C 0.90 0.59 1.03
N 1.67 -0.37 0.63
N 1.38 -0.81 -0.59
N 0.57 -0.24 -1.29
P -0.21 1.28 -0.21
P -2.00 0.00 -0.14
H 1.10 1.02 2.00
H -1.41 -1.25 0.08
H -2.00 -0.21 -1.52
*
```

Computed properties:
Energy relative to the best compared isomer or geometry (same formula, charge and spin)   6.4 kcal per mole
E_HOMO   -9.21 eV
Orbital gap   8.35 eV
LUMO level   -0.86 eV
Molar mass   119.004 g mol⁻¹
Total energy   -24130.17955 eV
Structure (SMILES)   [PH2]#P1C=NN=N1